1.
{
  "formula": "C36H61AlBrFN6P",
  "method": "ωB97M-V/def2-TZVPD",
  "gap_ev": 6.322,
  "charge": -1,
  "e_tot_ev": -135914.24265,
  "elements": ["C", "C", "P", "C", "C", "Al", "F", "Br", "C", "C", "C", "C", "C", "C", "C", "C", "H", "H", "H", "H", "H", "H", "H", "H", "H", "H", "H", "H", "H", "H", "H", "H", "H", "H", "H", "C", "C", "C", "C", "N", "H", "H", "H", "H", "H", "H", "H", "C", "C", "C", "C", "N", "H", "H", "H", "H", "H", "H", "H", "C", "C", "C", "C", "N", "H", "H", "H", "H", "H", "H", "H", "C", "C", "C", "C", "N", "H", "H", "H", "H", "H", "H", "H", "C", "C", "C", "C", "N", "H", "H", "H", "H", "H", "H", "H", "C", "C", "C", "C", "N", "H", "H", "H", "H", "H", "H", "H"],
  "xyz": [[1.0312, -2.4122, 3.0082], [-0.1995, -2.1938, 2.0896], [-0.5917, -0.3974, 1.8494], [-2.3581, -0.1775, 2.3294], [-3.4414, -0.7864, 1.4198], [-0.1970, 0.3719, -0.3150], [-1.5590, 0.3864, -1.3158], [1.4594, -1.0054, -1.3474], [0.4843, 2.2341, -0.2584], [1.6449, 2.4791, 0.7393], [1.3570, 3.5740, 1.7252], [0.4405, 3.3750, 2.7753], [0.1452, 4.4037, 3.6759], [0.7580, 5.6561, 3.5531], [1.6714, 5.8688, 2.5155], [1.9664, 4.8350, 1.6167], [0.8022, -3.0863, 3.8350], [1.8843, -2.8000, 2.4513], [1.3482, -1.4681, 3.4528], [-1.0308, -2.7086, 2.5517], [0.0148, -2.6784, 1.1390], [-2.4642, -0.5558, 3.3472], [-2.4961, 0.9037, 2.3939], [-4.2636, -1.1892, 2.0153], [-3.8801, -0.0213, 0.7797], [-3.0380, -1.5771, 0.7935], [0.7871, 2.5585, -1.2557], [-0.3725, 2.8397, 0.0270], [1.8935, 1.5639, 1.2822], [2.5394, 2.7443, 0.1782], [-0.0212, 2.4003, 2.8834], [-0.5623, 4.2117, 4.4725], [0.5329, 6.4453, 4.2587], [2.1607, 6.8299, 2.4155], [2.6783, 5.0067, 0.8176], [-4.7381, 3.5588, -4.3185], [-3.4552, 2.8374, -3.9156], [-3.7152, 1.4360, -3.3429], [-4.5480, 1.4818, -2.1443], [-5.2349, 1.5466, -1.2321], [-5.3736, 3.7292, -3.4487], [-4.5182, 4.5324, -4.7549], [-5.3069, 2.9735, -5.0459], [-2.9102, 3.4354, -3.1833], [-2.8025, 2.7245, -4.7842], [-2.7780, 0.9462, -3.0735], [-4.2299, 0.8230, -4.0870], [5.7639, -0.2695, 3.5767], [4.5440, -0.9736, 2.9957], [4.6106, -1.1168, 1.4719], [4.6647, 0.1805, 0.8070], [4.6111, 1.1949, 0.2845], [5.8467, 0.7493, 3.1954], [5.6958, -0.2130, 4.6637], [6.6833, -0.8020, 3.3236], [3.6375, -0.4280, 3.2619], [4.4517, -1.9727, 3.4257], [3.7274, -1.6370, 1.0942], [5.4868, -1.6955, 1.1761], [5.2626, -4.1349, -4.2142], [3.9787, -4.2542, -3.4038], [4.0291, -3.4729, -2.0866], [5.0920, -3.9651, -1.2125], [5.9337, -4.3596, -0.5449], [6.1151, -4.5511, -3.6740], [5.1728, -4.6710, -5.1596], [5.4785, -3.0899, -4.4419], [3.7706, -5.3054, -3.1891], [3.1436, -3.8663, -3.9860], [3.0832, -3.5535, -1.5503], [4.1981, -2.4108, -2.2742], [-3.3819, 5.0364, 1.1057], [-2.1342, 5.6625, 0.4987], [-2.4187, 6.9316, -0.3085], [-3.3076, 6.6710, -1.4377], [-4.0126, 6.4549, -2.3122], [-4.0881, 4.7182, 0.3366], [-3.1141, 4.1552, 1.6888], [-3.8928, 5.7384, 1.7701], [-1.6403, 4.9436, -0.1500], [-1.4218, 5.9156, 1.2856], [-1.4874, 7.3404, -0.7037], [-2.8806, 7.6979, 0.3176], [-1.0540, 0.0953, -5.5238], [-1.2816, -1.4062, -5.6553], [-0.4130, -2.2123, -4.6833], [1.0116, -1.9917, -4.9052], [2.1302, -1.7724, -5.0150], [-0.0248, 0.3605, -5.7683], [-1.7110, 0.6461, -6.1985], [-1.2516, 0.4315, -4.5048], [-1.0776, -1.7278, -6.6791], [-2.3272, -1.6414, -5.4487], [-0.6087, -3.2820, -4.7719], [-0.6250, -1.9175, -3.6520], [-1.1322, -6.2318, 5.1590], [-2.3146, -6.9993, 4.5798], [-2.3599, -6.9444, 3.0480], [-2.4811, -5.5727, 2.5613], [-2.5431, -4.4969, 2.1803], [-1.1888, -5.1720, 4.9082], [-1.1131, -6.3160, 6.2455], [-0.1863, -6.6177, 4.7749], [-3.2480, -6.5981, 4.9785], [-2.2624, -8.0469, 4.8824], [-3.2043, -7.5170, 2.6627], [-1.4483, -7.3723, 2.6268]],
  "forces_ev_per_a": [[-0.067, 0.370, -0.064], [0.621, -0.140, 0.213], [0.542, 0.278, 0.567], [-0.252, -0.187, -0.334], [-0.108, 0.261, 0.202], [0.122, 0.323, -0.073], [-0.365, -0.165, -0.469], [-0.023, -0.146, 0.100], [0.168, -0.373, 0.212], [0.029, 0.115, -0.268], [-0.131, 0.471, 0.432], [0.282, 0.550, -0.074], [0.297, -0.088, -0.448], [0.104, -0.378, -0.367], [-0.256, -0.534, 0.079], [-0.384, -0.028, 0.352], [0.068, -0.178, -0.040], [0.045, -0.143, 0.015], [0.005, 0.034, 0.040], [-0.388, 0.093, -0.200], [-0.247, -0.063, -0.120], [0.076, -0.023, 0.078], [-0.035, 0.065, 0.078], [-0.003, -0.129, -0.005], [0.124, -0.040, -0.184], [-0.032, -0.113, -0.016], [-0.081, 0.056, -0.095], [-0.266, 0.251, 0.018], [-0.020, 0.001, 0.123], [0.091, -0.057, 0.068], [-0.024, -0.045, 0.007], [-0.008, 0.063, 0.059], [-0.003, 0.033, 0.005], [0.011, 0.009, -0.024], [0.014, -0.022, -0.002], [0.068, -0.022, 0.060], [-0.152, 0.014, -0.051], [0.200, 0.135, -0.055], [0.238, -0.024, -0.452], [-0.361, 0.050, 0.512], [-0.009, 0.001, -0.011], [0.003, 0.007, 0.012], [0.015, -0.013, -0.011], [0.007, -0.032, 0.025], [0.028, -0.025, 0.027], [-0.079, -0.008, 0.094], [-0.002, -0.042, 0.014], [-0.033, -0.005, 0.014], [0.065, 0.032, 0.049], [0.008, -0.109, 0.121], [-0.293, -0.557, 0.142], [0.319, 0.689, -0.306], [0.007, -0.001, -0.023], [0.008, 0.002, 0.001], [0.008, -0.002, -0.007], [-0.030, -0.009, -0.017], [-0.033, -0.014, -0.036], [-0.010, 0.025, -0.037], [0.030, -0.058, -0.008], [-0.012, -0.016, 0.012], [0.021, -0.036, -0.076], [-0.033, -0.094, -0.083], [-0.349, 0.252, -0.268], [0.434, -0.218, 0.376], [0.004, 0.022, 0.019], [-0.002, 0.008, -0.011], [-0.009, 0.010, -0.007], [-0.006, -0.001, 0.021], [0.001, 0.026, 0.050], [-0.013, 0.077, 0.000], [-0.043, 0.011, 0.005], [0.011, -0.008, -0.009], [-0.043, -0.052, 0.149], [0.113, -0.045, 0.048], [0.207, 0.141, 0.340], [-0.328, -0.107, -0.471], [0.003, 0.016, -0.003], [0.000, 0.008, 0.000], [0.000, -0.001, -0.003], [0.107, -0.116, -0.058], [0.053, -0.004, -0.002], [-0.011, 0.048, 0.013], [-0.009, 0.005, 0.000], [-0.023, -0.013, -0.030], [0.022, 0.100, 0.001], [-0.164, -0.005, -0.008], [-0.212, 0.085, 0.294], [0.415, -0.039, -0.289], [0.018, -0.008, 0.018], [-0.009, 0.007, 0.001], [0.060, -0.022, -0.008], [-0.002, -0.019, -0.005], [0.003, -0.041, 0.028], [-0.034, -0.002, 0.010], [0.046, -0.002, 0.035], [-0.038, -0.006, 0.018], [0.073, 0.030, 0.048], [-0.049, -0.055, 0.146], [0.143, -0.526, 0.056], [-0.253, 0.488, -0.171], [0.007, 0.001, -0.029], [0.008, -0.002, 0.003], [0.007, 0.001, -0.009], [-0.020, -0.006, -0.011], [-0.019, -0.016, -0.037], [0.013, -0.026, -0.007], [0.003, -0.003, -0.019]]
}

---

2.
{
  "formula": "C36H62N2O16",
  "method": "ωB97M-V/def2-TZVPD",
  "e_above_lowest_kcal_mol": 1.8,
  "smiles": "c1cc[nH]c1.c1cc[nH]c1.O=C1CCCO1.O=C1CCCO1.O=C1CCCO1.O=C1CCCO1.O=C1CCCO1.O=C1CCCO1.CO.CO.CO.CO",
  "gap_ev": 8.134,
  "e_tot_ev": -74077.09854,
  "elements": ["C", "C", "C", "N", "C", "H", "H", "H", "H", "H", "C", "C", "C", "N", "C", "H", "H", "H", "H", "H", "O", "C", "C", "C", "C", "O", "H", "H", "H", "H", "H", "H", "O", "C", "C", "C", "C", "O", "H", "H", "H", "H", "H", "H", "O", "C", "C", "C", "C", "O", "H", "H", "H", "H", "H", "H", "O", "C", "C", "C", "C", "O", "H", "H", "H", "H", "H", "H", "O", "C", "C", "C", "C", "O", "H", "H", "H", "H", "H", "H", "O", "C", "C", "C", "C", "O", "H", "H", "H", "H", "H", "H", "C", "O", "H", "H", "H", "H", "C", "O", "H", "H", "H", "H", "C", "O", "H", "H", "H", "H", "C", "O", "H", "H", "H", "H"],
  "xyz": [[-2.0333, -1.7339, -2.6657], [-3.3691, -1.6779, -3.1120], [-4.0152, -2.7457, -2.5554], [-3.1398, -3.3966, -1.7108], [-1.9028, -2.7940, -1.8245], [-1.1809, -1.1254, -2.9312], [-3.7033, -0.9007, -3.7805], [-5.0074, -3.1247, -2.7367], [-3.4290, -4.2296, -1.2340], [-1.0824, -3.1727, -1.2363], [-2.3928, 2.4631, 2.3480], [-2.1898, 3.6439, 1.6030], [-3.0903, 4.5873, 2.0205], [-3.8065, 4.0385, 3.0618], [-3.3942, 2.7557, 3.2578], [-1.8595, 1.5432, 2.1756], [-1.4491, 3.7334, 0.8248], [-3.3095, 5.5991, 1.7230], [-4.5691, 4.5032, 3.5123], [-3.9297, 2.1598, 3.9810], [3.2218, 3.4051, -3.9974], [3.7136, 2.8652, -3.0587], [4.6529, 3.4799, -2.0230], [5.1845, 2.2367, -1.3060], [4.0838, 1.2218, -1.5384], [3.5514, 1.5270, -2.8215], [5.3851, 4.1056, -2.5192], [4.0179, 4.0668, -1.3554], [6.1220, 1.9068, -1.7595], [5.3738, 2.3978, -0.2449], [4.4864, 0.2119, -1.4927], [3.2788, 1.3545, -0.8072], [4.7533, 4.0682, 1.3197], [3.7944, 3.6051, 1.8538], [2.7493, 4.2945, 2.6985], [1.7514, 3.1992, 3.0788], [2.2931, 1.9325, 2.3935], [3.5357, 2.2746, 1.8053], [3.1755, 4.6651, 3.6308], [2.2955, 5.1318, 2.1748], [1.6222, 3.1220, 4.1546], [0.7768, 3.3952, 2.6292], [2.4197, 1.1787, 3.1767], [1.5723, 1.5300, 1.6873], [-3.1479, 1.6626, -4.4495], [-2.0051, 1.3634, -4.6705], [-1.4527, 0.6096, -5.8686], [-0.0548, 0.1621, -5.3804], [0.2361, 1.1402, -4.2545], [-1.0439, 1.5399, -3.7490], [-2.1118, -0.2268, -6.0798], [-1.3739, 1.3373, -6.6765], [-0.0567, -0.9104, -5.1948], [0.6170, 0.2784, -6.2341], [0.8179, 0.6134, -3.4981], [0.8044, 2.0156, -4.5659], [-0.8960, -1.9027, 3.0429], [-0.6760, -2.4971, 4.0520], [0.5812, -2.4434, 4.9236], [0.1977, -3.2246, 6.1759], [-1.0765, -3.9698, 5.7579], [-1.6028, -3.2504, 4.6622], [1.4476, -2.8574, 4.3987], [0.9514, -1.4261, 5.0564], [1.0001, -3.9091, 6.4513], [0.0474, -2.5983, 7.0548], [-0.7930, -4.9807, 5.4495], [-1.7419, -4.1215, 6.6044], [-6.7733, -3.3919, -0.0107], [-6.0294, -2.8922, 0.7723], [-5.4660, -1.4935, 0.8106], [-4.0804, -1.7826, 1.3808], [-4.2705, -3.0137, 2.2563], [-5.4403, -3.6629, 1.7291], [-5.4232, -1.1581, -0.2232], [-6.1040, -0.8737, 1.4397], [-3.4036, -1.9488, 0.5395], [-3.5663, -0.9945, 1.9329], [-3.3970, -3.6565, 2.3421], [-4.4964, -2.7168, 3.2844], [2.0066, -1.2738, -2.1946], [2.3458, -2.4105, -2.0242], [3.5633, -3.0879, -2.5343], [3.4855, -4.5152, -2.0586], [2.2264, -4.5479, -1.1510], [1.6046, -3.2815, -1.2963], [3.6125, -2.9582, -3.6165], [4.4151, -2.5144, -2.1547], [3.4027, -5.1535, -2.9387], [4.4459, -4.7608, -1.6065], [1.6302, -5.3961, -1.4786], [2.5457, -4.7193, -0.1233], [-3.3870, 1.4594, -0.7854], [-4.4344, 1.5335, -1.7517], [-2.7755, 2.3630, -0.8666], [-3.8051, 1.3149, 0.2049], [-2.6992, 0.6401, -1.0351], [-3.9888, 1.5432, -2.6120], [0.4900, 4.0501, -1.2643], [0.8797, 3.3239, -0.0995], [0.6778, 3.4058, -2.1312], [-0.5450, 4.3853, -1.2504], [1.1995, 4.8609, -1.4626], [1.0877, 2.4332, -0.3937], [3.6993, -1.1553, 1.3120], [5.0410, -1.1772, 0.8232], [3.1206, -2.0278, 1.0123], [3.7424, -1.0774, 2.3998], [3.1326, -0.3093, 0.9155], [5.4130, -0.3291, 1.0900], [0.2719, -0.5274, 0.5693], [0.8488, 0.3574, -0.3895], [-0.7334, -0.8196, 0.2520], [0.9119, -1.4163, 0.5317], [0.2541, -0.1359, 1.5826], [1.1387, -0.1967, -1.1356]],
  "forces_ev_per_a": [[1.032, 0.026, 0.203], [0.326, 0.204, -0.398], [-0.217, 0.066, 0.159], [-0.472, 0.484, -1.144], [-0.413, -0.953, 0.963], [-0.250, 0.286, -0.012], [-0.504, -0.260, -0.020], [-0.080, 0.096, 0.277], [0.424, -0.103, 0.212], [0.141, 0.166, -0.133], [-0.480, 0.447, 0.633], [0.188, 0.276, -0.531], [-0.099, 0.027, 0.521], [0.485, 0.134, -0.804], [-0.188, -0.648, 0.063], [-0.100, -0.134, 0.271], [-0.059, 0.171, -0.029], [0.223, -0.029, -0.160], [-0.100, -0.107, 0.179], [0.262, -0.160, -0.009], [-0.531, 0.179, -0.505], [0.848, -0.326, 0.137], [-0.714, -0.893, 0.137], [0.499, 0.439, 0.199], [0.273, 0.126, 0.693], [-0.264, 0.435, -0.400], [0.005, 0.117, 0.058], [0.189, 0.205, 0.032], [-0.070, -0.059, -0.105], [-0.067, 0.066, -0.100], [-0.377, -0.121, -0.239], [0.114, -0.240, 0.041], [0.334, 0.232, -0.203], [-0.404, -0.041, 0.508], [-0.438, -0.215, 0.586], [-0.690, 0.325, -1.032], [-0.724, -0.019, 1.580], [0.230, -0.365, -0.461], [0.483, 0.247, -0.314], [0.127, -0.030, -0.143], [0.120, -0.225, -0.003], [-0.020, 0.175, 0.236], [0.497, -0.200, -0.310], [0.384, 0.180, -0.442], [0.023, 0.182, -0.131], [-0.240, -0.851, 0.360], [0.425, 0.297, 0.841], [-0.524, 0.396, -2.017], [0.614, -0.991, 0.124], [0.147, 0.326, 0.158], [-0.146, 0.205, -0.347], [-0.212, -0.274, -0.261], [0.021, 0.138, 0.807], [0.316, 0.104, 0.299], [-0.235, 0.385, 0.404], [-0.093, 0.047, -0.109], [-0.106, -0.051, -0.429], [0.747, 0.776, 0.762], [0.380, -0.038, -0.361], [0.621, 0.072, 0.252], [1.444, -0.753, 0.657], [-1.006, -0.371, -0.090], [-0.348, -0.522, -0.158], [-0.668, 0.196, 0.251], [-0.154, -0.143, 0.020], [-0.207, 0.209, -0.191], [-0.176, 0.053, -0.350], [-0.579, 0.554, -0.368], [-0.752, 0.074, -0.280], [0.574, -0.469, 0.048], [0.272, -0.525, -0.075], [0.913, 0.541, -0.122], [-0.473, 0.822, 0.587], [0.536, -0.417, 0.038], [-0.155, 0.457, 0.155], [0.042, 0.162, -0.084], [-0.064, -0.416, 0.003], [-0.442, 0.197, 0.112], [-0.198, -0.343, -0.502], [-0.078, 0.043, 0.015], [-0.081, 0.024, -0.097], [-0.441, -0.422, 0.107], [0.603, 0.883, -0.415], [0.542, 0.041, -0.615], [1.816, -0.813, -0.408], [-0.466, 0.208, 0.143], [-0.133, -0.076, 0.020], [-0.013, -0.162, 0.130], [-0.274, -0.210, 0.224], [-0.362, -0.307, 0.477], [-0.692, 0.439, 0.139], [-0.365, 0.257, 0.152], [0.350, -0.002, -1.130], [0.140, -0.248, 0.222], [-0.097, 0.107, 0.535], [-0.045, 0.177, 0.039], [-0.139, -0.204, 0.254], [-0.253, 0.121, -0.038], [1.213, -0.596, -0.787], [-0.053, 0.492, 0.120], [-0.601, 0.011, -0.084], [0.016, 0.021, 0.150], [-0.352, 0.365, 0.445], [-0.233, -0.467, 0.194], [-0.013, 0.548, 0.121], [-0.396, -0.114, -0.213], [0.493, -0.352, -0.001], [-0.374, -0.144, 0.101], [0.117, 0.130, 0.026], [0.136, -0.075, -0.119], [0.358, -0.717, -0.999], [-0.094, 0.719, 0.274], [-0.060, 0.061, 0.248], [-0.370, -0.228, 0.547], [0.048, 0.288, -0.152], [-0.062, 0.189, 0.181]]
}